(1)
Entry from the Open Molecules 2025 dataset: a cluster of 6 separate species, C4H21N2O6 in total in a non-equilibrium geometry (ωB97M-V/def2-TZVPD).

```
! RIJCOSX wB97M-V def2-TZVPD def2/J DEFGRID3
* xyz -1 1
C -0.27160 0.00053 1.32633
N 0.45523 -0.39422 0.06834
C -0.31207 0.20887 -1.14465
O -1.02267 -0.81207 -1.50754
C -0.18599 1.42220 1.83863
C 0.99465 1.58709 2.94751
N -1.47352 1.71368 2.53480
H -0.07634 -0.66376 2.15633
H -1.33286 0.01153 1.14242
H 0.48252 -1.41505 0.06031
H 0.45380 0.63482 -1.79806
H -0.99024 1.03384 -0.79052
H -0.06296 2.18255 1.11743
H 1.00318 2.61006 3.06575
H 0.72498 1.08795 3.82528
H 1.91814 1.17531 2.32760
H -2.09981 1.32259 1.86800
H -1.56254 1.28899 3.48146
H 3.49425 -1.89867 -1.13189
H 2.46772 -1.04649 -0.20723
O 2.70978 -1.89490 -0.69368
H 1.23426 -2.65662 -1.73556
H 0.00623 -1.93603 -2.19846
O 0.64044 -2.49302 -2.58159
H -2.24951 -1.08433 -3.15778
H -1.37806 -2.09238 -3.38923
O -1.91613 -1.45092 -3.85958
H 2.05770 2.72585 -1.17436
H 2.91295 1.63346 -0.15763
O 2.71953 2.50726 -0.44774
H -3.68345 -0.72544 -0.98447
H -2.32829 -1.33570 -0.58333
O -3.32932 -1.24699 -0.21688
*
```

Calculated values
- orbital gap (eV) = 7.4989
- ΔE to the lowest compared entry with this formula, charge and spin (eV) = 3.7745
- E_LUMO (Eh) = 0.113
- HOMO level (eV) = -4.43
- E_tot (Eh) = -725.8913
- molecular weight (g/mol) = 193.220



(2)
Entry from the Open Molecules 2025 dataset: the molecule C4H9NO2 (ωB97M-V/def2-TZVPD).

```
! RIJCOSX wB97M-V def2-TZVPD def2/J DEFGRID3
* xyz 0 1
C 0.86722 1.37966 -0.67991
N 0.19214 0.48679 0.26341
C -0.76427 1.21043 1.09460
C -0.43990 -0.61947 -0.43537
C 0.40561 -1.84744 -0.23060
O -0.25820 -2.86614 0.33819
O 1.56072 -1.91235 -0.55366
H 0.21820 1.62783 -1.52722
H 1.14355 2.30803 -0.18118
H 1.78387 0.88791 -1.00081
H -0.22577 1.94449 1.69073
H -1.30923 0.52102 1.73629
H -1.54621 1.72306 0.50386
H -1.43526 -0.75324 -0.01219
H -0.58311 -0.52269 -1.51262
H 0.39067 -3.56788 0.50649
*
```

Calculated values
- SMILES = CN(C)CC(=O)O
- orbital gap (eV) = 9.6592
- ΔE to the lowest compared entry with this formula, charge and spin (eV) = 1.2621
- E_LUMO (Eh) = 0.030
- HOMO level (eV) = -8.85
- E_tot (Eh) = -363.0392
- molecular weight (g/mol) = 103.121



(3)
Entry from the Open Molecules 2025 dataset: a cluster of 2 separate species, C4H11O3 in total in a non-equilibrium geometry (ωB97M-V/def2-TZVPD).

```
! RIJCOSX wB97M-V def2-TZVPD def2/J DEFGRID3
* xyz -1 1
C 1.20655 0.62544 -0.89986
C 0.94481 0.59629 0.59747
C -0.69849 0.74017 0.90093
O -1.41137 -0.37871 0.64477
C 0.46551 -0.54987 -1.62356
O 0.85925 -0.40221 -3.02465
H 0.78950 1.55659 -1.33956
H 2.22285 0.55140 -1.28746
H 1.40290 1.42364 1.09708
H 1.18202 -0.33677 1.07356
H -0.89618 1.11346 1.93370
H -0.87657 1.57153 0.18071
H -0.60879 -0.53184 -1.55251
H 0.83847 -1.49019 -1.22960
H 0.70488 -1.24657 -3.45594
H -1.54711 -1.14256 2.02582
H -2.54601 -0.65761 3.07433
O -2.03224 -1.44218 2.88476
*
```

Calculated values
- orbital gap (eV) = 6.8107
- ΔE to the lowest compared entry with this formula, charge and spin (eV) = 1.0850
- E_LUMO (Eh) = 0.133
- HOMO level (eV) = -3.20
- E_tot (Eh) = -384.7137
- molecular weight (g/mol) = 107.129



(4)
Entry from the Open Molecules 2025 dataset: a structure of composition C28H41N4O3PRhS2 (ωB97M-V/def2-TZVPD).

```
! RIJCOSX wB97M-V def2-TZVPD def2/J DEFGRID3
* xyz 1 1
Rh 0.26507 0.27161 0.12453
C 0.31405 3.21961 -0.23519
C -1.02143 3.28102 0.48777
C -2.03717 2.24770 0.06761
C -3.34822 2.64450 -0.09199
C -4.31603 1.72360 -0.47746
C -3.93230 0.42476 -0.71494
C -2.60004 0.08197 -0.54864
N -1.66816 0.96394 -0.15466
N 1.18311 2.14936 0.30400
C 2.40801 1.98283 -0.52049
C 3.08692 0.69636 -0.12203
C 4.45071 0.49294 -0.15847
C 4.94833 -0.74778 0.22220
C 4.07081 -1.73506 0.63713
C 2.71456 -1.46070 0.64975
N 2.24493 -0.27108 0.27505
C 1.56470 2.41968 1.71813
C 0.71904 1.61924 2.66061
C 0.62144 1.89829 4.00743
C -0.13921 1.06025 4.81190
C -0.76970 -0.02943 4.23918
C -0.63942 -0.25141 2.87931
N 0.08786 0.56866 2.11211
H 0.84024 4.17530 -0.14524
H 0.16121 3.01443 -1.29552
H -1.45664 4.26056 0.29343
H -0.87136 3.24180 1.57017
H -3.60864 3.67917 0.08479
H -5.34668 2.03102 -0.59424
H -4.61384 -0.35872 -1.01823
H -2.28666 -0.93098 -0.72432
H 3.07585 2.84117 -0.40557
H 2.09857 1.92971 -1.56634
H 5.11046 1.28720 -0.47987
H 6.01317 -0.93590 0.19910
H 4.42191 -2.70935 0.94426
H 1.97640 -2.19265 0.94634
H 1.50167 3.48875 1.93070
H 2.60637 2.12532 1.85842
H 1.13407 2.75835 4.41669
H -0.23399 1.25935 5.87075
H -1.37167 -0.71349 4.81961
H -1.13151 -1.09936 2.41399
C -5.06726 -4.29059 3.16854
C -5.98994 -4.12401 1.97622
C -6.54581 -5.44488 1.47624
O -5.39388 -3.39952 0.87093
P -3.92372 -3.50470 0.26522
S -4.02787 -2.97162 -1.62590
S -2.63227 -2.49966 1.42026
O -3.59059 -5.06879 0.44086
C -2.94228 -5.87953 -0.55989
C -3.98960 -6.67191 -1.31400
C -1.94263 -6.75401 0.16874
H -5.62879 -4.76339 3.97652
H -4.69127 -3.32905 3.51339
H -4.21568 -4.92397 2.92111
H -6.82023 -3.47568 2.26208
H -5.73811 -6.13514 1.23632
H -7.15199 -5.28885 0.58436
H -7.17254 -5.89476 2.24834
H -2.42460 -5.21241 -1.25491
H -4.51508 -7.34800 -0.63664
H -3.51684 -7.26791 -2.09704
H -4.70938 -5.99864 -1.77698
H -2.45523 -7.39812 0.88489
H -1.22250 -6.14084 0.71147
H -1.40702 -7.38715 -0.54087
C -0.12950 -2.39933 -3.01810
C -0.37081 -2.46832 -1.51845
C 0.43259 -3.55892 -0.84256
O -0.04409 -1.18938 -0.97404
H -0.71345 -3.17628 -3.51213
H 0.92581 -2.54154 -3.26043
H -0.45587 -1.43704 -3.41236
H -1.43364 -2.65313 -1.34221
H 1.50020 -3.45279 -1.05506
H 0.11134 -4.52888 -1.22795
H 0.24386 -3.55538 0.23258
*
```

Calculated values
- orbital gap (eV) = 5.2392
- ΔE to the lowest compared entry with this formula, charge and spin (eV) = 2.3246
- E_LUMO (Eh) = -0.138
- HOMO level (eV) = -8.98
- E_tot (Eh) = -2784.4538
- molecular weight (g/mol) = 679.675



(5)
Entry from the Open Molecules 2025 dataset: a cluster of 2 separate species, C31H32N2O5S2 in total in a non-equilibrium geometry (ωB97M-V/def2-TZVPD).

```
! RIJCOSX wB97M-V def2-TZVPD def2/J DEFGRID3
* xyz 0 1
C 4.30055 -2.21953 -2.28154
C 5.46902 -1.24334 -2.46083
N 5.05864 0.12301 -2.23824
C 5.97019 1.21711 -1.94719
C 5.02044 2.39328 -1.59665
C 3.63519 1.80940 -1.63864
C 2.37464 2.25734 -1.30522
C 1.22794 1.42994 -1.59060
C -0.02643 1.74421 -0.98716
C -1.29974 1.19485 -1.35115
C -2.37443 2.13224 -1.51308
C -3.63161 1.70334 -1.87924
C -3.87660 0.31292 -1.92001
N -5.20308 0.05661 -1.97148
C -5.76750 -1.25208 -1.78358
C -4.73843 -2.34401 -2.06469
C -3.33696 -2.06081 -1.47914
C -2.88482 -0.65314 -1.68498
C -1.57750 -0.19221 -1.55211
C -5.99595 1.27111 -2.01579
C -4.93547 2.39312 -2.13618
C 1.42355 0.24894 -2.38269
C 2.67823 -0.32617 -2.49071
C 3.76362 0.50280 -2.15951
C 2.98274 -1.72380 -2.91286
H 4.57607 -3.19481 -2.69751
H 4.12583 -2.38863 -1.20932
H 6.27982 -1.48773 -1.75862
H 5.89782 -1.37647 -3.46987
H 6.65680 0.94774 -1.12986
H 6.61400 1.45957 -2.80686
H 5.27633 2.81309 -0.62023
H 5.15999 3.18774 -2.34630
H 2.22092 3.18709 -0.75892
H -0.04925 2.71353 -0.48453
H -2.14912 3.18437 -1.34904
H -6.13674 -1.35797 -0.75108
H -6.63932 -1.35861 -2.44206
H -5.09754 -3.29931 -1.67016
H -4.63210 -2.46670 -3.14870
H -3.35177 -2.24436 -0.39203
H -2.59855 -2.75381 -1.90035
H -0.76789 -0.91984 -1.50946
H -6.68509 1.25218 -2.87002
H -6.62158 1.38359 -1.11802
H -5.12635 3.21066 -1.43588
H -4.99017 2.80005 -3.15761
H 0.57136 -0.25251 -2.82725
H 3.05225 -1.79259 -4.00839
H 2.15961 -2.38060 -2.60811
C 1.12908 -0.92634 0.67945
O -0.15185 -0.89149 1.45789
C -0.17006 -0.23493 2.59281
S -1.62556 -0.21476 3.66398
O -2.38967 0.99792 3.48268
O -2.24060 -1.52477 3.59482
C -0.75024 -0.10972 5.23818
C 0.63205 -0.19263 5.22307
C 1.38557 -0.17437 6.40286
C 0.69944 -0.06581 7.61678
C -0.70025 0.04010 7.63694
C -1.43008 0.01118 6.44816
S 1.36951 -0.35215 3.57709
O 1.84442 -1.72728 3.44703
O 2.25271 0.77156 3.32022
H 0.92198 -1.65172 -0.10274
H 1.29522 0.08909 0.30227
H 1.95019 -1.27126 1.32004
H 2.47504 -0.25126 6.35183
H 1.25447 -0.11476 8.55541
H -1.23848 0.08664 8.58567
H -2.51448 0.06598 6.41901
*
```

Calculated values
- orbital gap (eV) = 3.1802
- ΔE to the lowest compared entry with this formula, charge and spin (eV) = 2.0251
- E_LUMO (Eh) = -0.064
- HOMO level (eV) = -4.93
- E_tot (Eh) = -2482.3630
- molecular weight (g/mol) = 576.740



(6)
Entry from the Open Molecules 2025 dataset: the molecule C27H33N7O4 in a non-equilibrium geometry (ωB97M-V/def2-TZVPD).

```
! RIJCOSX wB97M-V def2-TZVPD def2/J DEFGRID3
* xyz 0 1
C 0.63651 2.97077 -9.07104
N 1.29082 2.84703 -7.79272
C 0.60891 2.45755 -6.67469
O -0.57174 2.19167 -6.69222
N 1.41702 2.40663 -5.55748
C 1.07496 2.06172 -4.25078
C 2.08346 2.09393 -3.28596
C 1.81151 1.76800 -1.97562
C 0.52361 1.39952 -1.59167
C -0.47899 1.36626 -2.55972
C -0.21429 1.69191 -3.87292
H -0.99448 1.66596 -4.61455
H -1.47519 1.08219 -2.26008
C 0.22252 1.05619 -0.20148
N -1.00088 0.62593 0.06495
C -1.21668 0.36292 1.35266
N -2.37246 -0.03129 1.92385
N -2.23861 -0.10568 3.25417
C -1.00195 0.20353 3.55670
C -0.26046 0.50762 2.39400
C 1.03308 0.89734 1.96572
N 1.21815 1.18628 0.68004
N 2.09969 1.04310 2.78901
C 2.24220 0.32268 4.03215
H 1.30319 -0.14583 4.31080
H 2.55285 1.01920 4.81985
C 3.33032 -0.75747 3.86377
H 3.45627 -1.31934 4.79147
O 4.56008 -0.13052 3.56268
C 4.36356 0.31857 2.23256
H 5.33079 0.63600 1.83923
C 3.37067 1.49034 2.25609
H 3.19980 1.88605 1.25667
H 3.76448 2.27547 2.91139
C 3.75122 -0.89026 1.50019
H 3.07310 -0.56689 0.71340
H 4.53465 -1.50603 1.06176
C 3.02651 -1.63579 2.63370
H 1.95478 -1.71799 2.45858
H 3.43433 -2.63563 2.77396
H -0.71267 0.22717 4.59007
C -3.63131 -0.34238 1.27798
C -3.42021 -1.12742 -0.02691
C -3.49414 -2.64326 0.17322
H -2.91479 -3.15358 -0.59544
H -4.52186 -3.00280 0.11792
C -2.95473 -3.05296 1.54028
C -3.82896 -2.44687 2.66060
C -4.51171 -1.14294 2.23642
H -5.45197 -1.35335 1.72564
H -4.72557 -0.54846 3.12428
H -3.19924 -2.25548 3.52970
H -4.58126 -3.18905 2.93254
O -1.59523 -2.67140 1.65331
C -0.95948 -3.59258 2.50384
H 0.02468 -3.81532 2.08435
C -1.89854 -4.81900 2.51392
H -2.28909 -5.01220 3.52121
O -2.94012 -4.46817 1.63392
H -1.42246 -5.72309 2.12996
H -0.83619 -3.17413 3.51169
H -4.18498 -0.83016 -0.74518
H -2.45069 -0.85171 -0.43788
H -4.12184 0.61294 1.04099
H 2.59341 1.79339 -1.23305
H 3.08755 2.37849 -3.57289
H 2.38893 2.65413 -5.67964
H 2.27186 3.06665 -7.74863
H -0.40683 2.69691 -8.92400
H 0.69205 3.99718 -9.44038
H 1.08647 2.29954 -9.80575
*
```

Calculated values
- SMILES = CNC(=O)Nc1ccc(-c2nc(N3C[C@H]4CC[C@@H](C3)O4)c3cnn(C4CCC5(CC4)OCCO5)c3n2)cc1
- orbital gap (eV) = 8.2911
- ΔE to the lowest compared entry with this formula, charge and spin (eV) = 0.1835
- E_LUMO (Eh) = 0.022
- HOMO level (eV) = -7.70
- E_tot (Eh) = -1732.9766
- molecular weight (g/mol) = 519.606